Record 1
This record from the OMol25 dataset describes C37H42BrN3O3Se2Ti as an isolated structure. The level of theory is the ωB97M-V functional and the def2-TZVPD basis.

Structure (XYZ):
```
89
Properties=species:S:1:pos:R:3:forces:R:3
Ti 0.83184 0.58851 -0.18478 -0.1 -0.2 0.0
C 4.31131 -1.93720 0.33145 0.2 -1.6 -1.2
C 2.98599 -1.53346 0.32441 0.9 2.5 0.4
N 2.72765 -0.20841 0.36043 -0.7 -3.1 -0.3
C 3.75220 0.65573 0.30056 0.1 -0.2 0.0
C 5.09721 0.29975 0.14748 0.7 -0.5 0.0
C 5.36680 -1.10354 0.14541 -0.4 1.3 0.6
C 6.06170 1.30446 -0.12660 -1.0 0.6 -0.5
C 5.63181 2.62135 -0.32582 0.8 -1.7 0.3
C 4.29519 2.93038 -0.13384 -1.9 -0.1 0.3
C 3.33062 1.97902 0.19462 0.7 1.7 0.1
N 1.96951 2.18464 0.31586 -0.4 0.9 -0.3
C 1.31805 3.40925 0.49191 1.2 -1.4 -0.1
C 1.85331 4.55070 1.03397 0.9 0.6 0.3
C 1.03197 5.65034 1.32146 0.8 1.7 -0.1
C -0.26793 5.71454 0.89686 -1.4 0.3 1.1
C -0.83964 4.55068 0.34442 -0.8 -0.9 -0.9
C -2.19848 4.43389 -0.10465 0.1 0.5 -0.2
C -2.61715 3.26393 -0.69233 -1.3 -0.1 0.6
C -1.74664 2.15583 -0.78161 -1.2 0.1 -1.1
N -0.50745 2.25457 -0.44051 0.6 -0.4 0.8
C -0.06499 3.38696 0.14670 0.7 1.4 0.1
H 4.43703 -2.97642 0.08146 0.3 -0.4 0.5
H 2.23513 -2.28904 0.22674 -0.7 0.1 0.1
H 6.35217 -1.50922 -0.01495 0.2 0.1 -0.1
H 7.03621 0.94383 -0.39052 0.5 0.3 0.1
H 6.33242 3.36431 -0.66280 0.1 0.2 0.0
H 3.81187 3.87015 -0.31383 0.8 0.7 -0.3
H 2.93856 4.67707 1.23568 -1.1 -0.5 0.1
H 1.55405 6.53314 1.78787 -0.9 -0.9 -0.4
H -1.01499 6.51526 1.14350 1.2 -0.5 -0.3
H -2.87467 5.31574 -0.02044 0.5 -0.8 0.0
H -3.67957 3.09905 -0.97936 1.0 0.4 0.1
H -2.06489 1.22376 -1.26759 0.1 0.3 0.3
C -5.95310 -1.95933 3.30008 -1.1 -1.4 1.0
C -5.15408 -0.71857 3.62820 0.3 1.1 -0.3
C -6.09588 0.44408 3.19923 0.9 0.4 1.9
C -4.92352 -0.80742 5.14240 -0.7 0.1 0.1
C -3.80621 -0.58429 2.86792 -2.2 -1.7 -0.4
C -2.84811 0.32656 3.13449 1.6 1.0 0.1
C -1.62987 0.27271 2.44750 -0.1 -0.8 -0.9
Br -0.20849 1.44167 2.84560 0.0 0.4 0.4
C -1.33850 -0.68103 1.42414 -3.1 0.1 1.6
O -0.25978 -0.64354 0.73456 1.3 -0.2 -0.6
C -2.36226 -1.66685 1.20186 0.4 0.7 0.4
C -3.58218 -1.52929 1.87186 1.6 -0.7 0.2
C -2.04339 -2.87119 0.33073 -1.3 0.2 0.3
C -0.82215 -3.62446 0.82744 0.9 -1.0 -0.6
C -1.77251 -2.48391 -1.08389 0.8 -0.9 -1.0
C -3.26794 -3.80327 0.19950 3.3 -1.6 2.1
H -6.81632 -1.98179 4.03270 0.8 0.1 -0.7
H -5.39198 -2.92187 3.55783 -0.7 1.1 -1.0
H -6.46764 -1.88628 2.31879 0.8 -0.6 0.3
H -6.99485 0.37490 3.81704 -0.3 0.0 -0.4
H -6.28082 0.38887 2.15544 -0.4 -0.2 -0.9
H -5.67228 1.43922 3.38864 0.1 -0.2 0.1
H -5.92700 -0.83473 5.63532 0.8 -0.2 -0.2
H -4.39508 0.04423 5.55733 0.3 0.1 0.0
H -4.36030 -1.73618 5.34254 -0.3 0.4 0.2
H -2.98825 1.10075 3.86851 0.0 0.1 0.3
H -4.27454 -2.34696 1.81857 -0.2 0.1 -0.4
H 0.10333 -3.09385 0.58219 -0.3 0.4 0.6
H -0.66679 -4.51142 0.17685 -0.5 0.1 0.5
H -0.82199 -3.95326 1.87445 -0.1 0.2 -0.2
H -0.85346 -1.96020 -1.22278 0.6 0.4 -0.1
H -2.53819 -1.90084 -1.51691 -1.1 0.8 -0.4
H -1.72849 -3.41105 -1.67611 0.2 0.2 0.0
H -3.64359 -4.14846 1.15274 0.0 -0.4 0.3
H -2.87161 -4.62789 -0.37712 -0.2 -0.6 0.1
H -4.04345 -3.44014 -0.32071 -2.8 1.9 -1.9
O 5.08799 -0.01330 -3.49313 -0.9 2.4 -1.2
C 3.71003 0.07457 -3.15229 0.5 -2.1 1.3
C 2.79292 -0.90420 -3.92964 -1.0 -1.2 -0.8
C 2.42795 -0.13063 -5.18635 -0.4 -1.3 -0.9
O 1.60114 -0.80883 -6.23911 1.0 0.2 0.9
C 1.52019 -1.33650 -3.10507 0.6 0.8 -1.7
Se 0.44633 0.23314 -2.59195 0.2 -0.1 0.3
C 3.57299 -2.18474 -4.38530 -0.9 -0.2 0.1
Se 4.58234 -3.18188 -2.97553 -0.4 0.2 -0.2
H 5.32096 -0.84118 -3.14132 1.0 -2.4 0.7
H 3.42038 1.09448 -3.22840 -0.5 0.8 -0.1
H 3.65890 -0.28843 -2.10554 -0.3 0.6 -0.2
H 3.42382 0.16888 -5.54974 -0.6 0.4 -0.6
H 1.77917 0.66629 -4.85106 0.1 0.6 -0.4
H 2.02740 -1.60757 -6.61027 0.1 0.7 0.7
H 1.95102 -1.94492 -2.35181 -0.1 -0.4 1.4
H 0.82257 -1.95826 -3.69169 0.6 0.2 0.0
H 4.29399 -1.77467 -5.07469 0.5 -0.3 -0.4
H 2.87492 -2.88677 -4.96516 0.9 0.9 0.9
```
Forces are in eV/Å.

## Properties
gap between HOMO and LUMO (spin up / spin down)	5.1 / 5.0	eV
spin multiplicity	2
<S²>	0.755
lowest unoccupied orbital energy (spin up / spin down)	0.0625 / 0.0591	Ha
total charge	-1



Record 2
This record from the OMol25 dataset describes C37H42IKN8O6PSe2 as an isolated structure. The level of theory is the ωB97M-V functional and the def2-TZVPD basis.

Structure (XYZ):
```
98
Properties=species:S:1:pos:R:3:forces:R:3
K -1.06570 0.05438 0.24754 0.3 0.0 -0.6
C -0.34871 0.10836 -4.58693 0.0 -0.1 0.1
C -1.51570 -0.09128 -3.67262 0.3 0.1 -0.3
N -2.64824 0.49322 -3.94973 0.4 0.0 -0.4
C -3.69463 0.33071 -3.13060 -0.5 -0.2 0.5
C -3.67761 -0.48769 -2.02792 -0.2 0.2 -0.3
C -4.84708 -0.52603 -1.08509 -0.2 -0.1 -0.4
O -4.51925 0.02477 0.17262 0.0 0.0 0.4
C -2.48722 -1.19243 -1.72973 0.3 0.4 -0.9
C -2.43911 -2.32172 -0.86717 -0.2 -0.9 0.4
N -1.35610 -2.76278 -0.32902 -0.2 0.8 0.0
C -1.15534 -4.05468 0.05305 -0.1 -0.6 0.2
C -1.39285 -5.10723 -0.84815 -0.1 0.2 0.0
C -0.99196 -6.39622 -0.57162 0.0 -0.2 0.1
C -0.35620 -6.68610 0.62582 0.0 -0.1 0.0
C -0.15141 -5.67909 1.55425 0.0 0.0 0.1
C -0.54065 -4.38495 1.26717 0.0 0.4 0.4
I -0.24057 -2.86666 2.72118 -0.1 -0.5 -0.4
C -1.31669 -0.93702 -2.52241 -0.7 -0.2 0.1
O -0.20434 -1.49550 -2.28471 0.5 0.1 -0.2
H -0.64488 0.68173 -5.45890 -0.1 0.1 0.0
H 0.03713 -0.86291 -4.89978 0.1 -0.1 -0.1
H 0.45932 0.61950 -4.06166 0.1 0.1 0.0
H -4.58109 0.89100 -3.40730 -0.1 0.0 0.2
H -5.17679 -1.55059 -0.88439 0.0 0.0 0.0
H -5.69299 0.01574 -1.52984 0.1 -0.1 0.0
H -4.17359 0.91805 0.02471 0.3 0.3 0.0
H -3.37173 -2.89630 -0.75740 0.1 0.0 0.0
H -1.85370 -4.86294 -1.79417 0.0 0.0 -0.1
H -1.16734 -7.18493 -1.28993 0.0 0.0 -0.1
H -0.01148 -7.68690 0.83540 0.0 -0.1 0.0
H 0.31273 -5.89528 2.50613 0.0 0.0 0.0
O -0.08966 3.64371 7.43701 0.4 -0.1 -0.3
N 0.63831 3.21897 6.54495 0.5 0.9 1.4
O 1.85444 3.36969 6.54097 -0.6 -0.1 0.1
C 0.01751 2.48942 5.49129 -1.5 -1.1 -0.9
C -1.22869 1.97886 5.74652 0.9 0.6 0.3
C -1.90895 1.19665 4.79277 0.1 -0.4 -0.7
C -3.20109 0.68734 5.02694 0.2 0.0 -0.2
C -3.78703 -0.09419 4.06532 0.0 0.1 0.3
C -3.06720 -0.36676 2.89614 0.0 0.0 0.1
N -1.86926 0.10899 2.64723 -0.3 -0.1 0.4
C -1.28014 0.88799 3.55937 -0.4 0.2 0.7
C 0.00960 1.45754 3.25900 0.3 0.5 0.5
N 0.53329 1.22189 2.04881 0.1 -0.1 0.2
C 1.63606 1.84883 1.71359 0.1 0.0 -0.1
C 2.30659 2.74163 2.54859 -0.2 0.1 0.4
C 1.81994 2.95154 3.81438 0.3 0.1 -0.4
C 0.64589 2.29351 4.21547 0.1 -0.1 -0.3
H -1.69292 2.18069 6.70107 0.0 0.0 0.0
H -3.69811 0.93070 5.95757 -0.1 0.0 0.0
H -4.77782 -0.50070 4.19552 -0.1 0.0 0.0
H -3.49968 -0.98859 2.12565 -0.1 0.0 -0.1
H 2.01450 1.67625 0.71770 0.1 0.1 -0.4
H 3.18515 3.25847 2.19460 0.0 0.0 -0.1
H 2.32003 3.62997 4.48635 0.0 -0.1 -0.1
O -0.59925 5.82190 -0.58715 -0.1 0.2 0.6
C -0.56255 5.48937 -1.94523 -0.1 -0.1 -0.5
C -0.04958 4.07100 -2.27212 -0.1 0.3 0.0
C 0.24903 4.03655 -3.78761 -0.5 -0.4 0.3
O 1.33066 4.84133 -4.17234 0.5 0.4 -0.1
C 1.20885 3.82113 -1.45940 0.4 -0.1 0.2
Se 2.22701 2.24024 -1.99269 0.4 -0.7 -0.1
C -1.07912 2.98168 -2.01574 -0.4 -0.3 -0.1
Se -1.88820 2.85944 -0.22705 -0.5 0.6 0.4
H -1.18330 5.17767 -0.14915 0.1 -0.1 0.0
H 0.11820 6.20974 -2.41048 -0.1 -0.1 -0.1
H -1.55928 5.61031 -2.40266 0.1 0.0 0.0
H -0.61950 4.40270 -4.34320 -0.1 0.0 0.1
H 0.42067 2.99412 -4.08303 0.0 0.1 0.0
H 2.11311 4.45645 -3.75646 0.1 -0.1 0.0
H 0.96125 3.67153 -0.40797 -0.2 0.3 -0.1
H 1.89967 4.66124 -1.53718 -0.2 0.1 0.1
H -0.61555 2.00917 -2.19224 0.1 0.1 -0.2
H -1.92171 3.08740 -2.70159 0.1 0.0 -0.2
C 2.28158 -3.09651 -1.41734 -0.2 -0.6 -0.1
N 2.17793 -1.61419 -1.45416 -0.4 0.1 -0.5
C 3.48384 -1.05022 -1.89880 0.4 0.5 -0.4
N 4.54232 -1.47761 -1.03632 0.3 -0.1 -0.4
C 4.60824 -2.92408 -1.01644 0.0 -0.1 0.0
N 3.35961 -3.53092 -0.57808 0.1 -0.3 -0.3
C 3.10640 -3.26322 0.82484 -0.1 0.2 0.5
P 2.90873 -1.43827 1.24476 0.4 -0.2 -0.4
C 1.75769 -1.06710 -0.15662 -0.1 0.2 1.0
C 4.43982 -0.90421 0.29133 -0.1 0.2 0.5
H 2.45988 -3.44056 -2.44169 -0.1 0.1 0.1
H 1.33139 -3.50966 -1.06559 0.1 0.2 -0.1
H 1.36485 -1.35329 -2.09133 0.1 -0.1 0.0
H 3.40658 0.04267 -1.90777 -0.1 -0.2 0.0
H 3.67542 -1.41123 -2.91491 -0.1 0.0 0.1
H 5.40475 -3.24722 -0.34178 0.0 0.0 -0.1
H 4.82992 -3.27744 -2.02964 0.0 0.0 0.1
H 3.94239 -3.66101 1.40877 -0.1 0.0 0.0
H 2.20413 -3.80159 1.12497 0.0 0.0 0.1
H 1.67794 0.01381 -0.28058 0.0 0.1 -0.2
H 0.77060 -1.46458 0.07657 0.2 -0.3 -0.2
H 5.33071 -1.18271 0.86180 0.0 0.1 0.0
H 4.41792 0.18551 0.19569 0.0 0.0 0.1
```
Forces are in eV/Å.

## Properties
gap between HOMO and LUMO	4.4	eV
lowest unoccupied orbital energy	0.0240	Ha
total charge	-1



| no. | F_max (Eh/bohr) | molar mass (g/mol) |
| --- | --- | --- |
| 1 | 0.08281 | 862.45 |
| 2 | 0.04028 | 1049.69 |